ORCA calculation (ωB97M-V/def2-TZVPD) on a structure of composition C26H38F4N4O11S at a distorted geometry.

## Properties
2S+1: 1
HOMO-LUMO gap (eV): 8.0
LUMO level (eV): -1.249
Total charge: 0
Calculated total energy (eV): -77762.623

```
84
Properties=species:S:1:pos:R:3:forces:R:3:mulliken_charge:R:1
C 1.32682 5.45055 -1.73091 0.23 -0.41 -0.64 -1.21
C 0.17854 4.79190 -2.49583 0.21 0.49 0.31 0.27
F -0.89343 4.73326 -1.62538 -0.24 -0.06 -0.03 -0.38
C 0.49177 3.41159 -3.05071 0.15 0.40 -0.03 -0.39
C 1.47081 3.22297 -3.99099 -0.68 -0.16 0.67 -0.07
N 2.15378 4.41679 -4.46076 0.56 -0.64 -0.35 0.59
C 1.70110 4.87274 -5.70850 -0.58 -0.40 0.03 0.44
O 0.85318 4.37673 -6.35265 -0.59 -0.12 -0.18 -0.40
F 2.25228 6.01873 -6.03879 0.66 0.53 0.06 -0.26
C 3.56667 4.39844 -4.32972 -0.01 0.42 -0.24 0.48
O 4.33933 4.25322 -5.20432 0.39 0.09 -0.44 -0.42
F 3.96553 4.59689 -3.09509 -0.25 -0.04 0.72 -0.22
C 1.77551 1.90705 -4.49802 0.43 -0.08 0.15 0.81
C 2.87530 1.73076 -5.52871 -0.33 0.03 -0.18 -0.36
O 2.82199 2.29962 -6.57176 -0.03 -0.01 -0.33 -0.38
N 4.02251 0.85483 -5.29366 -1.01 0.81 0.87 -0.06
C 4.80930 1.14647 -4.18434 0.91 -0.79 -0.44 0.59
O 5.91937 0.77662 -4.04898 0.33 -0.24 0.30 -0.51
F 4.23342 1.89713 -3.24006 -0.47 0.49 0.00 -0.16
C 1.08262 0.80299 -4.08598 0.09 -0.56 -0.02 0.50
C 1.30967 -0.59979 -4.59528 -0.06 0.24 -0.51 -1.29
C 1.11668 -0.73480 -6.11267 0.04 -0.26 -0.16 -0.52
O 0.35035 -1.90333 -6.36190 -0.13 -0.03 0.17 -0.54
C 0.02995 0.96899 -3.13936 0.83 0.62 -0.60 0.40
N -0.74536 -0.00190 -2.66372 -0.36 0.12 0.44 -0.62
S -1.72524 0.73198 -1.61731 -0.03 -0.62 -0.21 0.10
N -1.25000 2.22520 -1.73444 0.23 0.53 0.07 -0.65
C -0.23519 2.26744 -2.62239 -0.67 -0.41 0.40 0.88
H 1.95767 4.69356 -1.27505 -0.02 0.03 0.37 0.32
H 1.95026 5.98758 -2.43323 0.15 0.19 -0.04 0.23
H 0.94229 6.15804 -1.00773 -0.16 -0.04 0.16 0.45
H -0.13356 5.45617 -3.30237 -0.05 -0.06 -0.22 0.30
H 3.77730 -0.12487 -5.30806 0.30 -0.18 -0.36 0.33
H 2.29605 -0.96522 -4.33001 0.10 -0.13 0.33 0.37
H 0.58401 -1.25228 -4.12400 -0.01 -0.11 0.09 0.34
H 0.62566 0.14507 -6.52968 -0.06 0.12 0.04 0.47
H 2.08109 -0.85389 -6.61430 0.13 0.21 -0.09 0.23
H 0.06121 -1.89122 -7.27798 0.02 -0.04 -0.05 0.34
C 0.52107 -1.30307 3.01411 -0.07 -0.12 0.03 -0.72
O 0.63923 -2.34616 2.07024 0.27 0.19 -0.11 -0.32
C -0.03790 -2.07488 0.85653 -0.01 -0.20 0.16 -0.47
C 0.68630 -2.66491 -0.33465 -0.07 -0.04 -0.11 -0.56
O 1.87142 -1.97292 -0.70339 -0.01 0.04 -0.04 -0.23
C 3.02097 -2.12356 0.11982 0.03 0.11 -0.05 -0.43
C 3.66268 -3.49209 0.05929 0.00 -0.07 0.31 -0.58
O 2.92994 -4.43433 0.82405 -0.23 0.01 -0.22 -0.27
C 3.04120 -5.75003 0.33035 0.03 0.06 0.13 -0.78
H -0.50566 -1.21981 3.38837 0.00 0.11 0.00 0.29
H 1.18326 -1.53308 3.84714 -0.03 -0.07 0.00 0.25
H 0.83225 -0.34497 2.58199 -0.06 0.03 0.01 0.32
H -0.13871 -0.99314 0.70567 0.00 0.01 0.01 0.31
H -1.04069 -2.51980 0.92118 -0.07 0.12 -0.17 0.38
H 0.02286 -2.56275 -1.19757 0.02 0.05 -0.01 0.43
H 0.87218 -3.73122 -0.19716 0.06 0.01 0.19 0.20
H 2.81147 -1.83155 1.14986 -0.04 -0.17 0.07 0.13
H 3.74362 -1.40795 -0.27965 -0.02 0.00 -0.04 0.39
H 4.67614 -3.42632 0.47749 0.07 0.07 -0.17 0.43
H 3.73079 -3.81193 -0.98709 0.00 0.00 -0.01 0.33
H 2.76526 -5.79771 -0.72955 0.07 -0.02 -0.02 0.34
H 2.34950 -6.37344 0.89400 0.03 0.02 0.05 0.23
H 4.05799 -6.13722 0.46176 0.00 -0.05 -0.09 0.32
C -7.12529 0.72112 5.62046 -0.01 -0.14 0.04 -0.78
O -6.25101 -0.38485 5.64914 0.21 0.22 0.03 -0.27
C -5.67409 -0.67327 4.38693 -0.14 -0.14 0.18 -0.61
C -4.26733 -1.21176 4.53083 0.08 -0.07 -0.09 -0.34
O -3.29654 -0.23875 4.88883 -0.01 -0.01 0.01 -0.42
C -3.30252 0.24528 6.22587 0.08 0.11 -0.06 -0.37
C -2.86525 -0.76481 7.26418 -0.25 0.02 0.18 -0.56
O -3.90012 -1.69194 7.54515 0.05 -0.13 -0.28 -0.27
C -3.41515 -2.95347 7.94626 -0.09 0.10 0.06 -0.78
H -8.03252 0.49352 5.04956 -0.01 0.09 -0.04 0.33
H -7.40185 0.94902 6.64834 -0.03 -0.06 0.01 0.23
H -6.63348 1.60147 5.19121 -0.05 0.00 -0.05 0.35
H -5.64958 0.22569 3.76075 0.01 0.01 -0.01 0.37
H -6.29448 -1.43290 3.89243 0.07 0.05 -0.17 0.37
H -3.95664 -1.56823 3.54525 0.01 0.04 -0.01 0.38
H -4.23826 -2.06962 5.20423 -0.13 0.07 0.13 0.18
H -4.26725 0.68409 6.48357 -0.08 -0.16 0.08 0.15
H -2.56842 1.05430 6.22959 0.03 -0.03 -0.03 0.41
H -2.62162 -0.23309 8.19397 0.18 0.04 -0.06 0.40
H -1.96791 -1.28312 6.90633 0.01 0.00 -0.01 0.33
H -2.70938 -3.35635 7.21049 0.05 0.00 0.05 0.34
H -4.26648 -3.62855 8.01154 -0.03 0.04 0.04 0.23
H -2.92923 -2.89691 8.92693 0.07 -0.07 -0.02 0.32
```
Positions in Å, forces in eV/Å.